# 1
A molecular structure, FFeH12O6 in a non-equilibrium geometry. Source: the OMol25 dataset; level of theory: ωB97M-V/def2-TZVPD.

- Total charge: +1
- M: 182.9 g mol⁻¹
- Expectation value of S²: 6.01
- Relative energy (zero: lowest compared OMol25 entry of this formula, charge and spin): 19.5 kJ/mol
- Multiplicity: 5
- LUMO energy (spin up / spin down): -3.7214 / -3.7153 eV
- HOMO-LUMO gap (spin up / spin down): 9.43 / 8.76 eV

Atoms and positions in Å:
Fe: 0.155 0.047 -0.212
F: 0.096 -1.939 -0.768
O: -1.681 0.247 0.715
O: -1.118 -3.005 1.532
O: 1.061 -0.044 1.610
O: -0.818 0.499 -2.010
O: 2.117 0.437 -1.149
O: 0.215 2.153 -0.092
H: -0.725 -2.631 0.744
H: 2.458 0.161 -2.000
H: 0.432 2.777 0.602
H: -2.578 -0.031 0.534
H: -0.612 -3.800 1.700
H: 0.727 -0.172 2.498
H: 1.956 -0.381 1.640
H: -1.764 0.875 1.433
H: 2.433 1.334 -1.044
H: 0.053 2.698 -0.862
H: -0.642 0.137 -2.878
H: -1.765 0.637 -1.995

***

# 2
A molecular structure, FFeNO3S2 in a non-equilibrium geometry. Source: the OMol25 dataset; level of theory: ωB97M-V/def2-TZVPD.

- Total charge: +1
- M: 201.0 g mol⁻¹
- Expectation value of S²: 8.77
- Multiplicity: 6
- LUMO energy (spin up / spin down): -6.4047 / -9.6081 eV
- HOMO-LUMO gap (spin up / spin down): 9.73 / 6.23 eV

Atoms and positions in Å:
Fe: -0.366 1.817 0.843
S: 1.674 -0.462 0.282
S: -0.995 -0.339 -0.648
F: -2.115 0.836 1.365
O: -2.146 -1.113 -1.142
O: 2.503 -0.557 -0.951
O: 1.259 1.043 0.465
N: 0.187 -1.226 -0.214

***

# 3
9 unconnected molecules or ions with the total composition FH16O8 in a non-equilibrium geometry. Source: the OMol25 dataset; level of theory: ωB97M-V/def2-TZVPD.

- Total charge: -1
- M: 163.1 g mol⁻¹
- Relative energy (zero: lowest compared OMol25 entry of this formula, charge and spin): 143.3 kJ/mol
- LUMO energy: 3.2929 eV
- HOMO-LUMO gap: 10.36 eV

Atoms and positions in Å:
F: -0.093 0.325 -0.101
O: -1.687 2.309 -0.072
O: -3.072 -0.469 -0.471
O: 2.163 1.158 -0.736
O: 1.786 -2.135 1.195
O: 0.231 0.629 -2.928
O: 0.243 -2.059 -1.028
O: -1.169 -0.607 1.922
O: 1.031 1.589 1.910
H: -0.025 -1.210 -0.644
H: -0.629 -0.335 1.171
H: 0.708 1.069 1.194
H: 1.290 0.844 -0.452
H: 1.829 1.106 2.234
H: -0.615 -2.490 -1.109
H: -0.950 1.654 -0.225
H: -0.571 -1.031 2.581
H: -0.043 0.257 -2.067
H: -2.313 0.084 -0.330
H: -1.134 3.086 -0.088
H: 2.517 1.763 -0.094
H: 1.362 -2.112 0.339
H: 0.784 -0.023 -3.367
H: 1.057 -2.078 1.810
H: -2.697 -1.323 -0.641

***

# 4
A molecular structure, FH2ISi in a non-equilibrium geometry. Source: the OMol25 dataset; level of theory: ωB97M-V/def2-TZVPD.

- Total charge: 0
- M: 176.0 g mol⁻¹
- Relative energy (zero: lowest compared OMol25 entry of this formula, charge and spin): 68.5 kJ/mol
- LUMO energy: -0.1396 eV
- HOMO-LUMO gap: 10.14 eV

Atoms and positions in Å:
I: -2.333 -0.536 -0.133
Si: 0.045 -0.058 0.086
F: 0.121 1.525 -0.100
H: 0.947 -0.362 1.297
H: 1.220 -0.569 -1.151

***

# 5
A molecular structure, FH2NO3S in a non-equilibrium geometry. Source: the OMol25 dataset; level of theory: ωB97M-V/def2-TZVPD.

- Total charge: 0
- M: 115.1 g mol⁻¹
- Relative energy (zero: lowest compared OMol25 entry of this formula, charge and spin): 198.7 kJ/mol
- LUMO energy: -0.8236 eV
- HOMO-LUMO gap: 10.01 eV

Atoms and positions in Å:
S: 1.725 0.097 -0.221
F: 1.449 -1.566 -0.660
O: -1.621 1.031 -0.946
O: 0.274 0.261 0.506
O: 2.676 0.115 0.849
N: -1.349 0.247 -0.061
H: -1.721 0.528 0.940
H: -1.433 -0.712 -0.407

***

# 6
2 unconnected molecules or ions with the total composition FH2OP in a non-equilibrium geometry. Source: the OMol25 dataset; level of theory: ωB97M-V/def2-TZVPD.

- Total charge: 0
- M: 68.0 g mol⁻¹
- Relative energy (zero: lowest compared OMol25 entry of this formula, charge and spin): 766.7 kJ/mol
- LUMO energy (spin up / spin down): -1.2935 / -2.4052 eV
- HOMO-LUMO gap (spin up / spin down): 9.54 / 6.65 eV

Atoms and positions in Å:
P: 2.000 0.135 -0.002
F: -1.682 -0.428 -0.066
O: -2.478 0.147 -0.968
H: 1.346 -0.712 1.019
H: 0.814 0.858 0.016

***

# 7
A gas-phase ion, FH3O3P (charge +1) in a non-equilibrium geometry. Source: the OMol25 dataset; level of theory: ωB97M-V/def2-TZVPD.

- Total charge: +1
- M: 101.0 g mol⁻¹
- Relative energy (zero: lowest compared OMol25 entry of this formula, charge and spin): 75.6 kJ/mol
- LUMO energy: -4.3879 eV
- HOMO-LUMO gap: 14.42 eV

Atoms and positions in Å:
P: 0.070 0.076 0.028
F: 0.523 1.128 1.100
O: -1.339 -0.304 0.397
O: 0.293 0.798 -1.251
O: 1.007 -1.197 0.284
H: 1.004 1.250 -1.707
H: 0.724 -1.368 1.169
H: -2.281 -0.382 -0.022

***

# 8
2 unconnected molecules or ions with the total composition FH3OSi in a non-equilibrium geometry. Source: the OMol25 dataset; level of theory: ωB97M-V/def2-TZVPD.

- Total charge: 0
- M: 66.1 g mol⁻¹
- Expectation value of S²: 2.01
- Relative energy (zero: lowest compared OMol25 entry of this formula, charge and spin): 56.3 kJ/mol
- Multiplicity: 3
- LUMO energy (spin up / spin down): 0.6731 / -4.4579 eV
- HOMO-LUMO gap (spin up / spin down): 7.66 / 9.19 eV

Atoms and positions in Å:
Si: 0.090 1.088 -0.134
F: 0.072 -2.487 0.079
O: -0.229 -0.015 0.894
H: 0.515 0.580 -1.416
H: -0.134 -1.586 0.146
H: -0.313 2.420 0.431

***

# 9
FH3P2S2 in the gas phase in a non-equilibrium geometry. Source: the OMol25 dataset; level of theory: ωB97M-V/def2-TZVPD.

- SMILES: F[P@@](P)(=S)S
- Total charge: 0
- M: 148.1 g mol⁻¹
- Relative energy (zero: lowest compared OMol25 entry of this formula, charge and spin): 40.8 kJ/mol
- LUMO energy: -0.4450 eV
- HOMO-LUMO gap: 8.98 eV

Atoms and positions in Å:
S: -1.297 -1.825 -0.395
S: -1.139 1.545 -0.842
P: 1.652 0.398 0.696
P: -0.381 -0.197 0.115
F: -0.799 0.020 1.724
H: 1.811 -1.136 0.895
H: 2.117 0.327 -0.682
H: -1.963 0.869 -1.511

***

# 10
FH3P2S2 in the gas phase in a non-equilibrium geometry. Source: the OMol25 dataset; level of theory: ωB97M-V/def2-TZVPD.

- SMILES: F[P@@](P)(=S)S
- Total charge: 0
- M: 148.1 g mol⁻¹
- Relative energy (zero: lowest compared OMol25 entry of this formula, charge and spin): 29.9 kJ/mol
- LUMO energy: -0.1869 eV
- HOMO-LUMO gap: 9.18 eV

Atoms and positions in Å:
S: -1.247 1.550 -0.727
S: -0.950 -1.904 -1.080
P: -0.262 -0.329 -0.120
P: 1.820 0.349 -0.051
F: -0.664 -0.328 1.547
H: 1.471 0.712 1.336
H: -2.344 0.930 -1.009
H: 2.176 -0.979 0.105

***

# 11
FH3P2S2 in the gas phase in a non-equilibrium geometry. Source: the OMol25 dataset; level of theory: ωB97M-V/def2-TZVPD.

- Total charge: 0
- M: 148.1 g mol⁻¹
- Expectation value of S²: 2.01
- Relative energy (zero: lowest compared OMol25 entry of this formula, charge and spin): 172.9 kJ/mol
- Multiplicity: 3
- LUMO energy (spin up / spin down): 0.0395 / -4.0066 eV
- HOMO-LUMO gap (spin up / spin down): 5.68 / 5.57 eV

Atoms and positions in Å:
S: -2.137 0.002 1.221
S: 0.311 -1.968 -0.289
P: -0.658 -0.026 -0.049
P: 0.817 1.587 0.216
F: -1.059 0.388 -1.797
H: 1.426 0.524 0.855
H: 1.255 1.465 -1.160
H: 0.045 -1.971 1.004

***

# 12
2 unconnected molecules or ions with the total composition FH3S in a non-equilibrium geometry. Source: the OMol25 dataset; level of theory: ωB97M-V/def2-TZVPD.

- SMILES: F.S
- Total charge: 0
- M: 54.1 g mol⁻¹
- Relative energy (zero: lowest compared OMol25 entry of this formula, charge and spin): 158.1 kJ/mol
- LUMO energy: 0.9372 eV
- HOMO-LUMO gap: 10.58 eV

Atoms and positions in Å:
S: 0.877 -0.154 0.502
F: -0.836 0.707 -0.687
H: -0.288 0.471 0.710
H: -0.061 0.346 -1.058
H: 0.307 -1.370 0.533

***

# 13
FHIPS in the gas phase in a non-equilibrium geometry. Source: the OMol25 dataset; level of theory: ωB97M-V/def2-TZVPD.

- Total charge: 0
- M: 210.0 g mol⁻¹
- Expectation value of S²: 2.01
- Relative energy (zero: lowest compared OMol25 entry of this formula, charge and spin): 133.9 kJ/mol
- Multiplicity: 3
- LUMO energy (spin up / spin down): 0.4121 / -3.0385 eV
- HOMO-LUMO gap (spin up / spin down): 6.44 / 6.67 eV

Atoms and positions in Å:
I: 0.921 -1.346 -0.207
S: -0.032 2.139 -0.758
P: -0.769 0.624 0.147
F: -0.307 0.835 1.697
H: 0.187 -2.252 -0.878

***

# 14
FHN2O in the gas phase in a non-equilibrium geometry. Source: the OMol25 dataset; level of theory: ωB97M-V/def2-TZVPD.

- SMILES: O=NNF
- Total charge: 0
- M: 64.0 g mol⁻¹
- Relative energy (zero: lowest compared OMol25 entry of this formula, charge and spin): 296.4 kJ/mol
- LUMO energy: 0.1714 eV
- HOMO-LUMO gap: 10.59 eV

Atoms and positions in Å:
F: -0.702 1.718 -0.037
O: 2.246 0.067 -0.037
N: 1.447 1.052 0.028
N: 0.237 0.674 0.060
H: 0.027 -0.334 -0.119

***

# 15
2 unconnected molecules or ions with the total composition FHN2O in a non-equilibrium geometry. Source: the OMol25 dataset; level of theory: ωB97M-V/def2-TZVPD.

- SMILES: N#[N+][O-].F
- Total charge: 0
- M: 64.0 g mol⁻¹
- Relative energy (zero: lowest compared OMol25 entry of this formula, charge and spin): 7.5 kJ/mol
- LUMO energy: 1.1914 eV
- HOMO-LUMO gap: 13.10 eV

Atoms and positions in Å:
F: 1.582 -0.963 -0.246
O: -4.414 0.199 -0.138
N: -3.300 -0.066 -0.068
N: -2.200 -0.183 -0.030
H: 2.435 -0.963 0.169

***

# 16
2 unconnected molecules or ions with the total composition FHN2O2 in a non-equilibrium geometry. Source: the OMol25 dataset; level of theory: ωB97M-V/def2-TZVPD.

- Total charge: 0
- M: 80.0 g mol⁻¹
- Relative energy (zero: lowest compared OMol25 entry of this formula, charge and spin): 112.3 kJ/mol
- LUMO energy (spin up / spin down): -0.5679 / -0.7935 eV
- HOMO-LUMO gap (spin up / spin down): 9.35 / 9.71 eV

Atoms and positions in Å:
F: 0.908 0.064 1.540
O: -0.955 -0.010 -1.603
O: -1.575 0.223 0.487
N: 0.992 -0.473 0.293
N: -0.904 0.009 -0.441
H: 1.533 0.186 -0.276